No. 1
The following is a quantum chemistry calculation of a structure of composition C43H104AsF6N5O4 in a non-equilibrium geometry, from the Open Molecules 2025 dataset.

Values from the calculation:
molar mass	944.25	g mol⁻¹
electronic energy	-5109.235032	Eh
total charge	+4
Kohn-Sham gap	10.36	eV

Atoms and positions in Å:
C  -2.987  -1.190  -7.085
C  -2.231  -0.011  -6.603
N  -1.778  -0.160  -5.158
C  -2.974  -0.541  -4.299
C  -0.737  -1.249  -4.950
C  0.665  -0.986  -5.474
C  -1.166  1.152  -4.679
C  -2.191  2.206  -4.086
O  -3.162  2.632  -4.965
C  -3.834  3.797  -4.606
H  -2.558  -2.163  -6.834
H  -3.090  -1.076  -8.201
H  -3.972  -1.201  -6.658
H  -2.876  0.884  -6.640
H  -1.326  0.131  -7.150
H  -3.336  -1.526  -4.577
H  -3.733  0.192  -4.528
H  -2.655  -0.553  -3.279
H  -1.114  -2.171  -5.341
H  -0.676  -1.379  -3.864
H  1.330  -1.813  -5.133
H  1.019  -0.100  -4.949
H  0.717  -0.857  -6.563
H  -0.565  1.616  -5.446
H  -0.546  0.959  -3.795
H  -1.553  3.017  -3.703
H  -2.594  1.812  -3.175
H  -4.554  3.967  -5.415
H  -3.171  4.685  -4.575
H  -4.354  3.674  -3.644
C  2.394  1.843  6.114
C  3.499  0.793  5.727
N  3.327  0.248  4.307
C  3.331  1.345  3.311
C  4.449  -0.798  4.037
C  5.819  -0.148  3.822
C  1.963  -0.458  4.205
C  1.478  -1.443  5.256
O  2.220  -2.661  5.182
C  2.060  -3.426  6.388
H  2.378  2.724  5.473
H  2.473  2.128  7.182
H  1.389  1.441  6.092
H  3.506  -0.032  6.419
H  4.495  1.246  5.737
H  4.314  1.767  3.333
H  2.544  2.073  3.563
H  3.007  0.957  2.330
H  4.172  -1.400  3.168
H  4.546  -1.541  4.849
H  6.355  -1.069  3.523
H  6.298  0.254  4.752
H  5.873  0.568  3.006
H  1.867  -0.836  3.189
H  1.255  0.354  4.299
H  0.412  -1.631  5.058
H  1.601  -1.021  6.277
H  1.026  -3.686  6.582
H  2.411  -2.851  7.268
H  2.743  -4.265  6.247
C  4.003  2.865  -1.309
C  5.359  2.645  -1.965
N  5.393  1.341  -2.765
C  6.755  1.277  -3.330
C  5.169  0.097  -1.883
C  6.050  0.036  -0.633
C  4.255  1.426  -3.798
C  4.428  0.680  -5.081
O  4.331  -0.726  -4.852
C  4.357  -1.576  -5.965
H  4.084  3.742  -0.731
H  3.742  2.029  -0.648
H  3.159  2.967  -1.976
H  6.056  2.623  -1.176
H  5.709  3.455  -2.597
H  6.941  0.341  -3.829
H  7.444  1.384  -2.525
H  7.063  2.000  -4.040
H  5.229  -0.764  -2.535
H  4.123  0.132  -1.631
H  7.109  0.058  -0.888
H  5.825  -0.901  -0.071
H  5.829  0.903  0.021
H  4.073  2.472  -4.070
H  3.337  1.022  -3.344
H  5.402  0.978  -5.573
H  3.701  0.951  -5.828
H  3.920  -1.040  -6.790
H  3.793  -2.448  -5.637
H  5.368  -1.884  -6.279
C  -1.161  5.913  -1.299
C  -1.509  6.116  0.204
N  -1.959  4.900  0.942
C  -1.080  3.712  0.546
C  -1.802  5.050  2.412
C  -2.506  6.283  2.993
C  -3.449  4.662  0.566
C  -3.998  3.244  0.919
O  -4.095  3.065  2.324
C  -4.394  1.726  2.705
H  -1.908  5.273  -1.827
H  -0.141  5.546  -1.525
H  -1.184  6.858  -1.832
H  -2.221  6.924  0.323
H  -0.608  6.429  0.704
H  -0.040  4.060  0.669
H  -1.267  3.483  -0.479
H  -1.163  2.902  1.277
H  -0.741  5.125  2.576
H  -2.311  4.188  2.864
H  -3.582  6.095  2.959
H  -2.218  7.199  2.479
H  -2.218  6.453  4.045
H  -3.693  4.862  -0.513
H  -4.068  5.359  1.145
H  -3.390  2.409  0.540
H  -4.949  3.235  0.322
H  -3.557  1.056  2.467
H  -5.261  1.311  2.171
H  -4.554  1.745  3.805
C  -3.375  -1.535  3.819
C  -4.507  -2.495  3.742
C  -4.104  -3.885  3.334
C  -3.533  -3.886  1.929
N  -3.299  -5.255  1.248
C  -2.566  -5.001  -0.079
C  -3.631  -4.553  -1.045
C  -4.849  -5.513  -0.680
C  -4.533  -5.938  0.770
C  -2.452  -6.163  2.096
C  -1.056  -5.628  2.499
C  -0.389  -6.496  3.543
H  -2.906  -1.385  2.843
H  -2.665  -1.913  4.565
H  -3.740  -0.558  4.113
H  -5.212  -1.994  3.045
H  -4.994  -2.654  4.725
H  -4.971  -4.507  3.407
H  -3.402  -4.257  4.082
H  -2.570  -3.374  1.840
H  -4.194  -3.394  1.145
H  -2.182  -5.953  -0.383
H  -1.778  -4.311  0.113
H  -3.260  -4.698  -2.041
H  -3.880  -3.512  -0.910
H  -4.848  -6.344  -1.345
H  -5.819  -5.004  -0.638
H  -4.303  -6.997  0.874
H  -5.359  -5.606  1.395
H  -2.378  -7.157  1.594
H  -3.092  -6.316  2.997
H  -1.193  -4.660  2.945
H  -0.386  -5.538  1.662
H  0.497  -6.048  3.974
H  -0.149  -7.482  3.102
H  -1.065  -6.721  4.353
As  0.278  0.234  -0.388
F  0.482  1.296  0.886
F  -1.319  0.712  -0.469
F  0.089  -1.022  -1.657
F  1.878  -0.341  -0.273
F  -0.182  -0.999  0.757
F  0.730  1.363  -1.564

No. 2
The following is a quantum chemistry calculation of a cluster of 2 separate species, H11NSi4 in total in a non-equilibrium geometry, from the Open Molecules 2025 dataset.

Values from the calculation:
SMILES string	[SiH3][SiH2][SiH3].N=[SiH2]
molar mass	137.44	g mol⁻¹
electronic energy	-1219.138123	Eh
ΔE to the lowest compared entry with this formula, charge and spin	280.6	kJ/mol
Kohn-Sham gap	9.36	eV

Atoms and positions in Å:
Si  -1.852  -2.191  -0.716
Si  -1.599  -1.543  1.625
Si  0.090  0.249  2.078
H  -1.170  -3.518  -1.018
H  -0.806  -1.425  -1.474
H  -3.273  -2.277  -0.980
H  -1.236  -2.768  2.360
H  -2.912  -1.087  2.483
H  0.578  -0.194  3.549
H  0.988  0.527  1.037
H  -0.498  1.588  2.293
N  1.656  3.211  -1.666
Si  2.696  2.245  -2.377
H  0.746  3.515  -2.086
H  3.048  2.189  -3.767
H  3.543  1.480  -1.340

No. 3
The following is a quantum chemistry calculation of the molecule C5H8O2 in a non-equilibrium geometry, from the Open Molecules 2025 dataset.

Values from the calculation:
SMILES string	O[C@@]12CCO[C@H]1C2
molar mass	100.12	g mol⁻¹
electronic energy	-345.581273	Eh
ΔE to the lowest compared entry with this formula, charge and spin	587.3	kJ/mol
Kohn-Sham gap	8.90	eV

Atoms and positions in Å:
O  0.604  1.060  -0.971
C  0.583  0.636  0.287
C  -0.760  0.818  0.857
C  -1.524  -0.120  -0.028
O  -0.565  -1.005  -0.783
C  0.378  -0.994  0.210
C  1.647  -0.422  0.376
H  -0.247  0.618  -1.351
H  -1.011  1.880  0.930
H  -0.825  0.565  1.920
H  -2.382  0.118  -0.734
H  -2.068  -0.857  0.773
H  -0.220  -1.287  1.167
H  1.919  -0.700  1.473
H  2.565  -0.286  -0.356

No. 4
The following is a quantum chemistry calculation of the ion C6H9O4S with charge -1 in a non-equilibrium geometry, from the Open Molecules 2025 dataset.

Values from the calculation:
SMILES string	COC(=O)O/C([O-])=C(\C)SC
molar mass	177.20	g mol⁻¹
electronic energy	-933.190730	Eh
total charge	-1
ΔE to the lowest compared entry with this formula, charge and spin	40.3	kJ/mol
Kohn-Sham gap	6.97	eV

Atoms and positions in Å:
C  4.122  -0.210  0.083
O  2.996  -0.135  -0.717
C  1.803  -0.363  -0.011
O  1.740  -0.494  1.164
O  0.898  -0.438  -0.942
C  -0.628  -0.995  -0.530
O  -0.571  -1.986  0.103
C  -1.522  -0.115  -0.923
C  -1.314  1.367  -1.036
S  -3.158  -0.671  -0.597
C  -3.467  -0.117  1.092
H  3.988  -0.982  0.927
H  4.422  0.769  0.616
H  4.927  -0.520  -0.601
H  -0.279  1.527  -1.304
H  -2.037  1.790  -1.762
H  -1.302  1.718  0.044
H  -2.981  -0.784  1.703
H  -4.577  -0.276  1.350
H  -3.060  0.915  1.343

No. 5
The following is a quantum chemistry calculation of the molecule C6H12S in a non-equilibrium geometry, from the Open Molecules 2025 dataset.

Values from the calculation:
molar mass	116.23	g mol⁻¹
electronic energy	-633.724322	Eh
ΔE to the lowest compared entry with this formula, charge and spin	683.5	kJ/mol
Kohn-Sham gap (spin up / spin down)	7.22 / 7.24	eV

Atoms and positions in Å:
C  -0.189  -1.012  -0.283
C  -1.915  1.156  0.654
C  -1.653  -0.800  -0.713
C  -2.485  -0.118  0.384
C  1.445  1.492  -0.731
C  2.311  -0.661  0.876
S  0.710  0.229  0.431
H  0.393  -1.601  -1.033
H  -1.489  1.267  1.673
H  -1.770  -0.284  -1.600
H  -1.968  -1.800  -0.872
H  -2.705  -0.662  1.266
H  -3.472  0.038  -0.085
H  0.695  1.957  -1.311
H  1.931  2.302  -0.225
H  2.103  1.108  -1.504
H  2.162  -1.813  0.799
H  3.286  -0.293  0.367
H  2.610  -0.506  1.908

No. 6
The following is a quantum chemistry calculation of a cluster of 3 separate species, C38H69BrNO8S in total in a non-equilibrium geometry, from the Open Molecules 2025 dataset.

Values from the calculation:
molar mass	779.94	g mol⁻¹
electronic energy	-5117.911651	Eh
total charge	+1
Kohn-Sham gap	9.13	eV

Atoms and positions in Å:
C  -4.729  1.215  -1.297
C  -3.617  2.251  -1.640
S  -1.977  1.471  -1.377
C  -1.146  2.406  -0.070
C  0.391  2.422  -0.124
C  0.951  3.131  -1.374
C  0.370  4.518  -1.784
C  -0.950  4.454  -2.599
C  0.268  5.611  -0.702
O  0.662  3.216  1.054
C  2.025  3.445  1.308
C  2.760  2.121  1.512
O  4.158  2.401  1.455
C  4.657  2.826  2.722
C  5.112  1.665  3.606
C  6.324  2.083  4.476
O  4.029  1.252  4.452
N  2.498  1.187  0.395
C  3.262  -0.076  0.652
C  4.541  -0.213  -0.222
C  4.697  -1.637  -0.806
C  4.213  -1.818  -2.237
C  3.992  -0.808  -3.140
C  3.519  -1.032  -4.415
C  3.252  -2.320  -4.814
C  3.508  -3.339  -3.924
C  3.978  -3.120  -2.662
C  1.007  0.974  0.084
C  0.282  0.133  1.136
C  -0.024  0.717  2.544
C  0.195  -0.367  3.624
Br  -1.121  -1.800  3.390
C  1.062  0.170  -1.280
C  0.702  -1.341  -1.271
C  -0.769  -1.681  -1.550
O  -0.746  -2.995  -2.112
C  -2.019  -3.614  -1.997
H  -5.106  0.779  -2.226
H  -5.543  1.717  -0.767
H  -4.332  0.398  -0.692
H  -3.717  3.158  -1.042
H  -3.673  2.457  -2.710
H  -1.512  2.081  0.904
H  -1.443  3.455  -0.152
H  0.833  2.532  -2.282
H  2.042  3.274  -1.319
H  1.086  4.903  -2.523
H  -0.970  3.544  -3.204
H  -1.839  4.547  -1.972
H  -0.916  5.276  -3.323
H  1.038  5.582  0.070
H  -0.719  5.556  -0.229
H  0.322  6.593  -1.183
H  2.084  3.985  2.259
H  2.556  4.068  0.579
H  2.609  1.669  2.497
H  5.547  3.424  2.516
H  3.971  3.476  3.280
H  5.421  0.801  3.001
H  7.032  1.260  4.604
H  5.937  2.355  5.465
H  6.862  2.956  4.100
H  4.407  0.646  5.103
H  2.931  1.620  -0.427
H  2.693  -0.992  0.503
H  3.616  -0.099  1.684
H  5.410  -0.028  0.414
H  4.592  0.539  -1.015
H  5.772  -1.857  -0.807
H  4.231  -2.348  -0.116
H  4.166  0.233  -2.871
H  3.345  -0.171  -5.053
H  2.852  -2.475  -5.810
H  3.304  -4.362  -4.231
H  4.162  -3.966  -2.007
H  -0.682  -0.136  0.696
H  0.796  -0.811  1.333
H  -1.083  0.979  2.629
H  0.550  1.584  2.869
H  1.207  -0.764  3.524
H  0.011  0.090  4.595
H  0.407  0.610  -2.035
H  2.065  0.234  -1.723
H  1.209  -1.759  -2.154
H  1.078  -1.929  -0.430
H  -1.171  -1.013  -2.319
H  -1.377  -1.728  -0.637
H  -1.937  -4.598  -2.467
H  -2.776  -3.054  -2.565
H  -2.300  -3.769  -0.947
O  -6.615  -1.389  -4.021
C  -7.537  -0.640  -4.203
O  -7.637  0.031  -5.363
C  -8.785  0.798  -5.742
C  -8.732  2.201  -5.174
C  -8.544  -0.370  -3.110
H  -9.705  0.276  -5.477
H  -8.758  0.845  -6.829
H  -8.736  2.194  -4.084
H  -9.585  2.786  -5.518
H  -7.814  2.700  -5.488
H  -8.141  0.383  -2.434
H  -8.707  -1.294  -2.560
H  -9.518  -0.048  -3.470
O  1.771  -6.339  7.782
C  0.882  -6.290  6.979
O  1.181  -6.114  5.675
C  0.224  -6.219  4.619
C  -0.516  -4.912  4.414
C  -0.567  -6.334  7.404
H  -0.450  -7.061  4.785
H  0.799  -6.455  3.724
H  -1.087  -4.631  5.299
H  -1.202  -4.988  3.569
H  0.190  -4.109  4.222
H  -0.876  -5.337  7.715
H  -0.653  -7.013  8.249
H  -1.246  -6.700  6.637

No. 7
The following is a quantum chemistry calculation of a structure of composition C5H9NS2 in a non-equilibrium geometry, from the Open Molecules 2025 dataset.

Values from the calculation:
molar mass	147.27	g mol⁻¹
electronic energy	-1046.949729	Eh
ΔE to the lowest compared entry with this formula, charge and spin	258.8	kJ/mol
Kohn-Sham gap	7.80	eV

Atoms and positions in Å:
C  -0.095  1.355  0.175
C  0.052  -0.622  1.836
C  -2.263  0.439  -1.429
C  2.374  -0.553  -0.461
C  -0.463  0.092  0.601
N  0.115  2.409  -0.252
S  -2.139  -0.285  0.264
S  0.760  -1.230  -0.942
H  0.280  -1.619  1.692
H  -0.766  -0.573  2.637
H  0.973  -0.136  2.263
H  -2.063  1.506  -1.537
H  -3.217  0.298  -1.707
H  -1.455  0.031  -1.988
H  2.517  -0.429  0.622
H  2.140  0.399  -0.876
H  3.249  -1.082  -0.897

No. 8
The following is a quantum chemistry calculation of a structure of composition C8H8Br2O3S in a non-equilibrium geometry, from the Open Molecules 2025 dataset.

Values from the calculation:
molar mass	344.02	g mol⁻¹
electronic energy	-6081.461169	Eh
Kohn-Sham gap	9.44	eV

Atoms and positions in Å:
C  2.200  2.402  1.061
C  2.379  1.657  -0.041
C  1.035  2.398  1.865
C  1.358  0.764  -0.425
C  0.045  1.466  1.485
C  0.271  0.665  0.347
C  -2.441  -2.833  -1.520
C  -1.052  -2.061  -0.055
O  -2.327  0.256  0.200
O  -0.977  -0.154  -1.801
O  -1.934  -2.668  -2.697
S  -1.099  -0.298  -0.363
Br  -1.840  -2.420  1.693
Br  0.696  -2.725  -0.135
H  3.089  2.916  1.413
H  3.253  1.882  -0.618
H  1.164  3.121  2.683
H  1.293  0.162  -1.299
H  -0.956  1.397  1.995
H  -2.310  -3.833  -1.232
H  -3.351  -2.239  -1.192
H  -1.733  -1.658  -2.858

No. 9
The following is a quantum chemistry calculation of a structure of composition C29H21AsCl5MoNO6S2, from the Open Molecules 2025 dataset.

Values from the calculation:
molar mass	891.75	g mol⁻¹
electronic energy	-7024.643962	Eh
total charge	+2
ΔE to the lowest compared entry with this formula, charge and spin	58.4	kJ/mol
Kohn-Sham gap	5.36	eV

Atoms and positions in Å:
Mo  -0.574  -0.055  -0.521
Cl  1.746  -0.600  1.404
C  2.197  0.597  0.245
C  1.241  0.871  -0.727
C  1.602  1.680  -1.811
Cl  0.501  1.899  -3.113
C  2.854  2.283  -1.850
Cl  3.296  3.278  -3.163
C  3.765  2.054  -0.804
Cl  5.281  2.809  -0.828
C  3.450  1.177  0.247
Cl  4.574  0.816  1.474
C  1.951  6.286  -0.160
C  0.479  5.889  -0.341
C  -0.423  7.114  -0.132
C  0.284  5.386  -1.770
C  0.137  4.820  0.693
C  0.170  5.159  2.061
C  -0.156  4.266  3.055
C  -0.486  2.969  2.674
S  -0.981  1.639  3.680
C  -1.125  0.659  2.316
N  -0.818  1.241  1.159
C  -0.477  2.590  1.335
C  -0.197  3.523  0.337
C  -1.496  -0.738  2.251
C  -2.015  -1.490  3.288
C  -2.389  -2.808  3.040
C  -2.258  -3.347  1.771
C  -1.726  -2.597  0.721
C  -1.331  -1.291  0.973
H  2.218  7.055  -0.886
H  2.611  5.428  -0.315
H  2.147  6.687  0.835
H  -0.188  7.873  -0.879
H  -0.283  7.569  0.848
H  -1.476  6.849  -0.237
H  0.516  6.189  -2.469
H  -0.746  5.074  -1.957
H  0.954  4.556  -2.001
H  0.440  6.166  2.348
H  -0.156  4.564  4.095
H  -0.279  3.244  -0.704
H  -2.145  -1.060  4.274
H  -2.799  -3.407  3.841
H  -2.569  -4.366  1.581
H  -1.645  -3.047  -0.256
O  -4.064  1.018  -3.092
As  -3.068  -0.301  -2.642
O  -3.678  -1.453  -1.720
O  -1.879  0.651  -1.455
C  -1.878  -0.493  -4.118
C  -2.133  0.341  -5.197
C  -1.297  0.318  -6.311
C  -0.198  -0.517  -6.338
C  0.077  -1.348  -5.255
C  -0.760  -1.347  -4.155
S  -0.355  -2.516  -2.892
O  -1.471  -3.318  -2.562
O  0.948  -3.017  -3.104
O  -0.206  -1.464  -1.607
H  -4.920  0.995  -2.635
H  -2.984  1.008  -5.180
H  -1.518  0.960  -7.153
H  0.454  -0.536  -7.201
H  0.935  -2.006  -5.268